# C41H68BrFI2N5O7S3

4 unconnected molecules or ions with the total composition C41H68BrFI2N5O7S3 in a non-equilibrium geometry (wB97M-V/def2-TZVPD, OMol25).

Geometry as XYZ:
```
128
Properties=species:S:1:pos:R:3:forces:R:3:lowdin_charge:R:1
C -2.18569 -0.78642 1.13029 0.16 -0.83 -0.40 0.053
C -1.56374 -1.69731 0.32528 0.09 0.65 0.92 -0.231
C -2.20679 -2.94374 -0.13803 -0.24 -0.60 1.58 -0.592
Br -2.98183 -2.53068 -1.91731 0.33 0.04 0.21 0.832
N -3.45682 -3.26089 0.74653 0.31 0.18 -1.51 0.053
F -4.56149 -2.55715 0.32214 -0.21 -0.17 0.44 -0.027
C -3.56627 -4.61983 0.73145 0.65 -0.21 0.19 -0.309
N -4.58928 -5.39512 0.66122 -0.35 0.99 0.37 0.225
C -5.99798 -4.95160 0.50074 -0.76 -0.82 -1.06 -0.314
C -6.27644 -4.63859 -0.98994 0.07 0.06 0.23 -0.024
C -6.87278 -6.12951 0.94350 0.63 0.14 0.69 -0.212
C -6.80657 -6.38480 2.45439 0.20 -0.15 -0.40 -0.083
N -2.26947 -5.11500 0.97758 -0.58 0.64 0.86 0.020
C -2.14578 -4.84592 2.48523 0.48 -0.39 0.46 -0.165
C -1.28760 -3.67445 2.96882 -0.15 0.34 0.70 -0.218
C -0.47515 -3.99960 4.24737 0.66 0.00 -0.83 -0.212
C 0.84662 -3.21768 4.26268 -0.04 0.51 0.43 -0.216
C 0.68963 -1.77053 4.76109 0.00 0.06 -0.42 -0.186
C 0.40902 -0.74944 3.63585 0.01 0.32 0.90 -0.219
C 1.15142 0.56910 3.85054 0.09 -0.02 -0.65 -0.212
C 0.85658 1.56458 2.72320 -0.04 0.61 0.13 -0.204
C 0.98664 3.04028 3.14994 -0.05 -0.10 0.02 -0.196
C 2.37169 3.63264 2.90007 0.03 0.07 -0.04 -0.203
C 2.60942 3.93004 1.41231 0.01 -0.40 0.63 -0.185
C 4.05312 4.26797 1.07987 0.11 0.42 0.07 -0.136
N 4.39149 5.67996 1.25228 -0.07 -0.21 -0.35 -0.115
C 3.74393 6.63045 1.98876 0.09 0.41 0.23 -0.101
C 4.44078 7.80966 1.88178 0.21 0.07 -0.18 -0.096
C 5.54337 7.56826 1.02670 0.18 -0.30 -0.14 -0.105
C 5.48767 6.24679 0.65706 -0.11 0.27 0.17 -0.113
C -1.47711 -4.36502 -0.03159 -0.02 -0.72 -2.22 -0.424
N -1.85531 -5.04903 -1.32890 0.27 -0.30 0.62 0.085
C -1.60873 -6.24625 -1.40766 -0.39 -0.03 0.40 -0.308
O -1.46880 -7.39146 -1.47603 0.13 0.02 -0.37 0.216
C 0.03925 -4.54185 0.03465 0.20 0.60 0.99 -0.611
I 0.76491 -5.90752 1.49171 -0.08 -0.12 -0.32 1.214
C 0.98986 -4.02784 -0.75141 -0.12 0.07 -0.02 -0.776
C 2.46204 -4.30408 -0.60152 -0.17 0.14 0.04 -0.218
I 0.57767 -2.78683 -2.38804 0.09 -0.08 -0.01 1.029
H -2.31223 0.24160 0.80790 1.45 0.45 0.87 0.087
H -2.58859 -1.10461 2.08815 -1.53 -0.11 -0.67 0.063
H -0.53103 -1.51810 0.03926 -0.55 0.56 -1.57 0.073
H -4.40567 -6.38859 0.73476 0.12 -0.01 -0.02 0.184
H -6.19566 -4.07480 1.10935 0.29 -0.05 0.21 0.142
H -5.36908 -4.72561 -1.58483 0.00 0.16 -0.05 0.065
H -7.00737 -5.33435 -1.39689 0.01 -0.04 0.00 0.082
H -6.67940 -3.63361 -1.09140 0.08 0.04 -0.10 0.087
H -7.88907 -5.95975 0.59850 -0.03 0.03 0.03 0.121
H -6.47513 -7.01550 0.43722 -0.35 -0.04 -0.25 0.121
H -5.86130 -6.87016 2.70993 0.01 0.02 0.09 0.068
H -7.59675 -7.07167 2.74678 -0.06 0.12 0.19 0.081
H -6.85505 -5.45680 3.02257 -0.26 -0.02 0.07 0.079
H -3.15661 -4.68604 2.86559 -0.08 -0.06 -0.14 0.124
H -1.81638 -5.76835 2.95714 0.18 -0.08 -0.27 0.082
H -1.94874 -2.84712 3.23266 0.01 0.12 -0.29 0.104
H -0.58748 -3.28874 2.23141 -0.12 -0.17 -0.24 0.070
H -0.20629 -5.05616 4.22826 -0.29 -0.10 0.25 0.064
H -1.03691 -3.74857 5.14530 -0.10 -0.30 0.06 0.115
H 1.58524 -3.73074 4.88049 -0.13 -0.11 0.08 0.112
H 1.27000 -3.17040 3.25554 0.05 -0.23 -0.02 0.082
H 1.58220 -1.45249 5.30205 0.09 -0.10 -0.05 0.108
H -0.13258 -1.72365 5.47899 0.08 -0.02 0.13 0.110
H -0.65403 -0.49120 3.67311 -0.08 -0.19 -0.46 0.101
H 0.67114 -1.14732 2.65277 -0.13 -0.06 -0.04 0.103
H 2.22719 0.37302 3.86992 0.02 0.01 0.23 0.118
H 0.86838 1.00860 4.80891 0.00 -0.09 0.07 0.116
H 1.53964 1.40480 1.88507 -0.11 -0.26 -0.07 0.102
H -0.15772 1.41638 2.34176 0.00 -0.16 0.03 0.098
H 0.73700 3.10614 4.21175 0.01 0.10 0.01 0.106
H 0.24472 3.64526 2.62281 0.03 0.02 -0.04 0.111
H 2.48434 4.56316 3.45772 0.00 -0.06 0.14 0.100
H 3.13976 2.94884 3.27746 0.03 -0.01 -0.03 0.115
H 2.33693 3.03499 0.84943 -0.06 0.10 -0.17 0.106
H 1.92206 4.73121 1.14428 0.05 0.06 -0.35 0.094
H 4.73970 3.69213 1.70691 -0.12 -0.19 -0.01 0.125
H 4.27913 4.01684 0.04283 -0.04 0.01 -0.03 0.117
H 2.84365 6.45538 2.54982 -0.03 -0.23 -0.11 0.107
H 4.21434 8.75293 2.34937 -0.19 -0.07 0.05 0.091
H 6.30841 8.25266 0.69966 -0.06 0.12 0.08 0.089
H 6.13861 5.67558 0.01663 -0.03 -0.08 0.01 0.110
H 3.03377 -3.76163 -1.34606 0.06 -0.08 -0.04 0.047
H 2.66428 -5.37232 -0.67689 0.09 0.02 -0.05 0.028
H 2.79121 -3.97555 0.38660 0.04 -0.05 0.02 0.075
C 0.46699 6.21357 -3.15157 -0.17 -0.01 0.02 -0.213
C -0.62198 7.28561 -2.98710 0.16 -0.38 0.24 -0.227
C -1.38812 6.96134 -1.69649 -0.12 0.12 -0.32 -0.208
S -0.22540 6.10740 -0.62738 0.13 0.23 -0.17 0.648
O -0.68174 4.74981 -0.42762 0.01 0.00 0.15 -0.341
O 0.11532 6.94618 0.49308 -0.08 -0.25 0.21 -0.325
C 1.13716 6.08652 -1.78698 0.10 -0.01 -0.30 -0.229
H 1.18768 6.48456 -3.92256 0.01 0.00 0.01 0.114
H 0.01415 5.25931 -3.43335 0.04 -0.02 0.01 0.117
H -0.15933 8.26161 -2.90231 0.02 0.05 0.01 0.091
H -1.29414 7.31639 -3.84099 -0.02 0.06 0.00 0.107
H -1.73756 7.85626 -1.18815 0.01 -0.05 0.11 0.106
H -2.22441 6.28791 -1.87593 0.04 -0.08 0.08 0.102
H 1.70483 5.16726 -1.65879 -0.04 -0.01 0.14 0.101
H 1.76534 6.95026 -1.56968 -0.01 0.00 0.07 0.115
C 3.91943 -10.87308 -0.91969 0.02 0.02 0.11 -0.216
C 3.02380 -10.61111 0.29884 0.01 0.02 -0.06 -0.210
C 3.65220 -9.45578 1.08847 -0.22 -0.22 0.08 -0.216
S 4.55214 -8.46109 -0.11094 -0.12 -0.17 -0.10 0.668
O 5.95618 -8.52692 0.18935 0.02 0.15 0.03 -0.302
O 3.89095 -7.18704 -0.27831 0.10 0.05 0.05 -0.361
C 4.21230 -9.50394 -1.52475 -0.07 -0.23 -0.12 -0.227
H 3.43889 -11.53107 -1.64145 0.01 0.00 -0.01 0.117
H 4.85054 -11.34549 -0.60091 0.01 0.00 -0.03 0.122
H 2.02443 -10.32764 -0.03820 0.01 0.02 -0.01 0.115
H 2.91951 -11.49783 0.92170 0.00 0.00 0.01 0.116
H 2.90673 -8.82956 1.57263 0.08 0.10 0.01 0.079
H 4.37182 -9.80990 1.82381 0.08 0.07 -0.04 0.107
H 5.07093 -9.49222 -2.19172 0.04 0.12 0.05 0.110
H 3.33731 -9.09732 -2.03155 0.01 0.05 0.02 0.107
C -1.41134 9.69676 -7.52391 -0.04 0.07 0.06 -0.220
C -1.50763 11.22843 -7.54746 0.05 -0.05 0.01 -0.211
C -1.21346 11.72835 -6.12727 -0.18 0.12 -0.24 -0.215
S -0.13298 10.50134 -5.37793 0.01 0.10 -0.22 0.673
O -0.82992 9.87316 -4.27960 0.05 0.27 -0.13 -0.331
O 1.18323 11.05150 -5.19575 0.01 -0.07 0.18 -0.313
C -0.12700 9.37152 -6.76794 -0.15 -0.12 -0.21 -0.228
H -1.39890 9.27584 -8.52792 0.00 -0.01 0.00 0.116
H -2.27086 9.27990 -6.99429 0.01 -0.03 0.00 0.118
H -0.76596 11.62927 -8.24055 0.02 -0.01 0.01 0.118
H -2.48603 11.56591 -7.88484 0.00 0.01 0.00 0.115
H -0.70405 12.68826 -6.12071 0.05 -0.02 0.12 0.104
H -2.11598 11.78440 -5.52190 0.05 -0.06 0.08 0.105
H -0.08069 8.34868 -6.40038 0.06 0.04 0.11 0.101
H 0.75552 9.59539 -7.36624 0.03 0.02 0.05 0.109
```
Positions in Å, forces in eV/Å.

net charge	+1
highest occupied orbital energy	-0.3279	Ha
molecular weight	1191.9	g mol⁻¹
HOMO-LUMO gap	5.7541	eV
calculated total energy	-186856.68713	eV